39
Properties=species:S:1:pos:R:3:forces:R:3 method="wB97M-V/def2-TZVPD" orbital_gap_ev=5.39 total_charge=+1 lumo_ev=-5.89
C -2.45977 0.94777 2.40278 -0.8 0.9 1.0
C -1.13123 1.15062 2.14829 0.1 -0.1 0.5
C -0.11907 0.07340 2.12729 0.6 0.2 0.2
P -0.85378 -1.45126 1.31602 -0.7 -0.7 0.4
C -1.34882 -0.92874 -0.39467 0.3 0.7 -0.1
C -0.80526 0.38243 -1.01451 -0.1 0.0 -0.4
C 0.11270 0.17513 -2.24867 0.1 -0.1 -0.1
C 1.50244 0.69471 -1.98195 0.2 -0.1 -0.3
O 2.42461 -0.00988 -1.68795 0.0 0.0 0.4
O 1.63740 2.04561 -2.11926 -0.5 0.1 0.0
C 1.79703 2.82480 -0.92293 0.0 -0.2 0.4
C 0.59498 3.75172 -0.71658 0.1 -0.2 -0.3
C 0.65769 -2.52303 1.24574 -0.1 0.5 -0.1
C 0.58822 -3.64847 0.22362 0.8 -0.2 0.0
C 1.05420 -3.28473 -1.18314 -0.4 0.3 0.2
F -0.70471 -4.17048 0.20394 -0.2 0.1 0.0
H -3.16072 1.31371 1.63407 -0.1 0.6 0.4
H -2.81883 0.32062 3.21060 0.2 -1.5 -1.0
H -0.77790 2.15370 1.92473 -0.3 -0.2 -1.3
H 0.77126 0.42316 1.59547 0.0 0.1 0.2
H 0.22418 -0.26015 3.11298 -0.2 -0.1 0.0
H -2.43538 -0.85573 -0.34233 0.0 -0.1 0.1
H -1.15353 -1.75577 -1.07587 0.0 -0.2 0.2
H -1.65725 0.98012 -1.34140 0.0 0.0 0.1
H -0.27829 1.00293 -0.28739 0.0 -0.1 0.1
H 0.20220 -0.88578 -2.46701 0.0 0.0 -0.1
H -0.29591 0.65532 -3.13675 0.0 0.1 0.1
H 1.88031 2.13187 -0.08047 0.2 0.0 0.0
H 2.73204 3.37774 -0.97651 0.0 0.0 -0.2
H 0.91553 4.77793 -0.55171 -0.1 0.0 0.1
H -0.02422 3.41226 0.11453 0.0 0.1 0.0
H -0.02220 3.71928 -1.61411 0.0 0.1 0.0
H 1.56968 -1.93697 1.10111 0.0 -0.1 -0.1
H 0.69381 -2.94898 2.25159 0.1 0.0 0.0
H 1.24020 -4.44779 0.57947 -0.2 -0.1 0.1
H 1.22990 -2.21416 -1.26981 0.1 0.0 -0.1
H 0.28153 -3.57095 -1.89730 0.1 -0.1 -0.1
H 1.98224 -3.79611 -1.42340 0.0 0.0 -0.1
Ag -4.04528 2.37415 3.54148 0.5 0.0 -0.2



28
Properties=species:S:1:pos:R:3:forces:R:3 method="wB97M-V/def2-TZVPD" s2=2.03 e_above_lowest_kj_mol=0.0 orbital_gap_ev="6.52 / 6.09" total_charge=+1 lumo_ev="-3.42 / -6.57" multiplicity=3
C 1.63663 0.20426 0.48627 -0.2 2.3 -1.6
C 2.54169 -0.02321 1.63424 -0.2 0.8 -1.1
C 0.86852 -1.55329 1.81326 4.2 -0.3 3.3
C 0.72100 -0.92065 0.58888 -2.4 -0.5 -2.1
C -1.89023 1.78004 0.40235 2.6 -0.5 -0.4
C -2.54827 -1.95864 -0.39824 0.7 0.0 0.2
C -0.30484 -1.23099 -0.39581 2.6 -0.4 0.1
C -4.40314 1.93261 0.28587 -0.8 -0.5 0.8
C 0.02814 -1.30456 -1.72337 3.8 1.9 2.0
N 2.01948 -1.01891 2.39456 -1.0 -1.5 0.9
N -1.45751 -1.73944 0.07267 -1.1 -0.3 1.0
N -3.01249 1.44961 0.28521 -2.1 0.3 -0.2
N 3.33475 0.77874 -2.03531 0.4 1.2 0.8
O -0.69467 1.86288 0.42497 -2.1 0.7 0.2
O -3.60519 -2.21028 -0.74719 -1.3 -0.2 -0.4
H 0.88304 1.09502 0.53724 1.9 -1.0 0.4
H 3.53848 0.26410 1.81185 0.8 0.5 0.0
H 0.70992 -2.46805 2.36372 -1.6 -0.3 -0.7
H -5.07755 1.22294 -0.33099 1.2 1.0 1.4
H -4.71900 2.03541 1.40873 0.2 -0.3 -2.3
H -4.46546 2.91381 -0.21485 0.1 -0.4 0.4
H -0.59722 -1.53308 -2.46290 -2.8 -1.2 -2.6
H 1.06613 -1.07783 -2.06624 -1.0 0.0 0.6
H 2.62936 -1.40269 3.16061 -1.6 0.1 -1.0
H 3.04469 1.60685 -2.56552 0.2 -0.9 -0.1
H 2.12383 0.41481 -0.53805 -0.3 -0.6 1.3
H 4.26736 0.96827 -1.66528 -0.3 -0.1 -0.2
H 3.36257 -0.08775 -2.52668 0.0 -0.2 -0.9



55
Properties=species:S:1:pos:R:3:forces:R:3 method="wB97M-V/def2-TZVPD" s2=0.76 e_above_lowest_kj_mol=2.3 orbital_gap_ev="7.90 / 7.76" total_charge=-1 lumo_ev="2.12 / 1.99" multiplicity=2
Ti -0.60687 -1.64943 0.32528 -0.6 0.8 -0.1
O 6.22263 -2.34763 -0.87430 -0.1 0.2 0.3
C 5.68670 -2.19532 0.24272 0.4 -0.4 0.1
O 6.15844 -2.17962 1.39586 -0.1 0.1 -0.3
C 4.15357 -2.05860 0.18995 -0.2 0.1 0.3
C 3.49515 -1.92673 -1.01534 -0.3 0.0 -0.3
C 2.11905 -1.77621 -1.03269 0.2 0.0 -0.2
N 1.39452 -1.75986 0.08471 0.8 -0.3 0.0
C 2.02566 -1.94066 1.25990 -0.4 0.0 0.6
C 3.38039 -2.07344 1.35490 0.5 -0.1 0.0
C 1.09944 -2.00021 2.47128 -0.5 0.3 -1.1
O 1.47427 -2.23402 3.57524 0.1 0.0 0.5
O -0.19302 -1.75763 2.11869 1.2 -0.4 0.9
H 4.07804 -1.94126 -1.92662 0.0 0.0 0.0
H 1.57349 -1.65485 -1.95918 0.0 0.0 -0.1
H 3.85932 -2.19486 2.31656 0.0 0.0 0.0
C -2.94890 0.98776 -0.18525 -0.5 -0.1 0.0
Si -1.06355 0.87058 -0.10323 0.0 0.1 -0.2
C -0.61017 2.11630 1.28871 0.0 0.1 0.2
C -0.73400 1.39967 2.64143 0.0 0.1 0.2
C 0.81820 2.65535 1.18311 0.1 0.1 0.1
C -1.58417 3.30452 1.32635 0.0 0.1 0.1
C -0.50069 1.47163 -1.85011 0.1 0.0 -0.2
C 1.02177 1.61698 -1.98659 0.1 0.0 -0.1
C -1.14453 2.79618 -2.27545 0.0 0.1 -0.2
C -0.94560 0.39900 -2.85637 -0.1 0.0 -0.2
H -3.28888 1.97252 -0.51840 0.0 0.0 0.0
H -3.39189 0.79883 0.80083 0.0 0.0 -0.1
H -3.36426 0.23733 -0.86709 0.0 0.1 0.0
H 0.06248 0.67393 2.80670 0.0 0.0 -0.1
H -1.68199 0.86405 2.75399 0.0 0.0 0.0
H -0.67661 2.14003 3.45319 0.0 -0.1 -0.1
H 1.56597 1.86519 1.05300 -0.1 0.0 0.0
H 1.07757 3.19685 2.10476 0.0 0.0 -0.1
H 0.93215 3.35763 0.35611 0.0 0.0 0.0
H -2.60664 2.99069 1.55232 0.1 0.0 0.0
H -1.61978 3.86682 0.39257 0.1 0.0 0.0
H -1.27226 4.00427 2.11822 -0.1 -0.1 -0.1
H 1.39217 2.53689 -1.53761 0.0 0.0 0.0
H 1.30305 1.64591 -3.05050 -0.1 0.0 0.1
H 1.58064 0.79566 -1.52905 -0.1 0.0 0.0
H -0.94395 3.60430 -1.57013 0.1 0.0 0.0
H -2.22909 2.71363 -2.38701 0.1 0.0 0.0
H -0.74008 3.11435 -3.24976 -0.1 -0.1 0.1
H -0.48409 -0.57680 -2.67702 0.0 0.1 0.1
H -0.65739 0.70197 -3.87487 -0.1 0.0 0.1
H -2.02887 0.24200 -2.85071 0.1 0.0 0.0
F -2.79136 -1.92253 1.25140 -0.2 -0.6 -0.2
C -3.22927 -3.13527 0.75062 0.1 0.3 0.1
F -3.27528 -3.98945 1.75012 -0.1 -0.1 0.1
F -4.43218 -2.94834 0.24677 -0.2 0.1 0.1
S -2.06101 -3.67498 -0.56691 0.8 0.3 -0.5
O -2.72870 -4.63517 -1.36865 0.0 -0.1 0.1
O -0.84025 -4.03602 0.16056 -0.9 0.3 -0.3
O -1.79935 -2.33200 -1.21305 -0.4 -0.9 0.2



43
Properties=species:S:1:pos:R:3:forces:R:3 method="wB97M-V/def2-TZVPD" smiles="CCOC(=O)c1ccc(NC(=S)NCCCn2ccnc2)cc1" e_above_lowest_kj_mol=115.3 orbital_gap_ev=8.55 lumo_ev=-0.02
C 6.42148 2.44475 -1.40288 -0.3 -0.1 0.3
C 5.75643 2.55930 -0.03863 0.6 0.2 0.0
O 4.56583 1.77464 0.03118 -0.3 -0.1 0.0
C 4.71780 0.47032 0.29965 0.3 0.0 0.1
O 5.78728 -0.05501 0.49475 -0.1 0.1 0.0
C 3.42474 -0.25139 0.33890 -0.2 -0.1 0.0
C 2.20690 0.39228 0.13870 0.3 -0.1 0.0
C 1.02533 -0.31946 0.17576 -0.1 -0.1 0.1
C 1.03781 -1.69794 0.40629 0.4 0.4 -0.1
N -0.12270 -2.46026 0.46841 0.1 -0.2 0.1
C -1.32488 -2.30193 -0.16090 -0.1 -0.1 -0.2
S -2.60452 -3.20822 0.36269 -0.4 -0.4 0.3
N -1.39353 -1.45456 -1.20326 0.6 0.0 0.3
C -2.60706 -1.17087 -1.92746 -0.4 0.3 -0.2
C -3.20184 0.18517 -1.54079 0.0 -0.3 0.2
C -3.68346 0.19852 -0.08477 0.2 -0.3 -0.5
N -4.24155 1.47530 0.26198 -0.1 0.3 0.2
C -3.55340 2.57203 0.70088 0.2 0.2 0.1
C -4.47322 3.57234 0.82367 0.3 0.0 0.0
N -5.70166 3.11780 0.46536 -0.6 0.2 -0.1
C -5.53063 1.86923 0.13314 -0.1 -0.1 0.0
C 2.26005 -2.33391 0.64348 -0.2 0.0 -0.1
C 3.43610 -1.62032 0.60532 0.1 0.3 0.0
H 5.72367 2.72678 -2.18792 0.0 0.1 -0.1
H 6.74914 1.42171 -1.57054 0.1 0.0 0.0
H 7.28549 3.10166 -1.44205 0.1 0.1 0.0
H 6.44513 2.22825 0.74562 -0.1 0.1 -0.1
H 5.43167 3.58331 0.15772 0.0 -0.1 0.0
H 2.19139 1.45674 -0.03387 0.0 0.1 0.0
H 0.08804 0.20634 0.07378 -0.1 0.0 0.0
H -0.08509 -3.28349 1.05581 -0.2 0.2 -0.1
H -0.54215 -1.01990 -1.52615 0.0 -0.1 0.0
H -3.31998 -1.96685 -1.69776 0.1 0.1 -0.2
H -2.38769 -1.18603 -2.99811 0.0 -0.1 0.1
H -2.45668 0.97214 -1.68445 0.0 0.1 0.0
H -4.04583 0.39924 -2.19825 0.0 0.1 0.0
H -4.44401 -0.57335 0.05831 0.1 0.1 0.1
H -2.85025 -0.01693 0.59040 -0.2 0.0 0.0
H -2.50067 2.54285 0.89612 0.2 0.0 0.0
H -4.33152 4.58383 1.14713 0.1 0.2 0.1
H -6.30892 1.20971 -0.19594 -0.1 -0.3 -0.1
H 2.27127 -3.39334 0.85274 0.0 -0.1 0.0
H 4.38507 -2.10421 0.77813 0.1 0.0 0.0



116
Properties=species:S:1:pos:R:3:forces:R:3 method="wB97M-V/def2-TZVPD" s2=3.77 orbital_gap_ev="7.78 / 5.99" total_charge=+3 lumo_ev="-8.65 / -10.36" multiplicity=4
Tc -10.88379 3.00767 16.75588 1.7 0.1 -1.0
C -12.50326 2.92978 21.51501 -0.2 0.4 0.2
C -12.95428 2.70048 20.04669 -1.1 0.5 0.1
C -14.43189 2.13686 19.99819 0.8 0.2 0.8
C -12.05559 1.70269 19.43545 0.8 -2.5 0.8
C -11.86403 0.41542 20.03824 0.0 1.6 -0.6
C -10.90419 -0.25582 19.27709 -0.3 -0.4 0.3
C -10.30990 -1.62608 19.56553 -0.6 0.1 1.4
C -8.78041 -1.65874 19.70625 0.3 0.4 -0.3
C -10.90264 -2.72639 18.70157 0.5 -0.8 -1.0
N -10.57696 0.51128 18.24021 -0.2 2.2 -1.2
N -11.26000 1.78122 18.35144 0.5 -1.3 -0.4
B -9.78231 0.23062 16.92694 0.8 -1.1 -0.2
N -8.53860 1.17908 16.77763 -1.1 0.7 0.7
N -8.68394 2.57137 16.97734 -2.1 -1.1 -0.2
C -7.44728 3.11294 16.93090 0.2 -0.5 0.2
C -6.53740 2.08820 16.69956 0.1 0.1 -0.2
C -7.25744 0.88426 16.63570 0.4 1.1 -0.3
C -6.63645 -0.43013 16.39838 0.3 -0.6 0.0
C -5.55466 -0.56149 17.49872 0.1 0.0 0.0
C -6.03929 -0.40783 14.98247 0.8 0.0 -0.3
C -6.92270 4.47344 17.32919 0.6 0.0 -0.4
C -7.76334 5.75198 17.21188 -0.5 0.5 0.1
C -6.24600 4.32933 18.70766 -0.1 0.2 0.6
N -10.68257 0.35957 15.64971 -0.7 0.3 0.2
N -11.63991 1.38865 15.58659 1.2 -0.3 -0.1
C -12.41730 1.13677 14.48089 1.6 -0.9 -0.2
C -11.85743 0.04779 13.78711 -0.4 0.6 0.9
C -10.82735 -0.47401 14.60604 -0.5 0.6 -0.4
C -10.08428 -1.76402 14.34357 0.0 0.5 0.2
C -9.17903 -1.52891 13.13299 0.4 -0.2 -0.5
C -11.09502 -2.89353 14.08833 -0.3 0.1 -0.2
C -13.81132 1.60574 14.27838 -1.4 -1.6 -1.2
C -14.12120 2.96510 13.66153 0.3 1.2 -0.3
C -14.63814 1.19008 15.52107 0.5 -0.7 0.4
H -13.27603 3.48386 22.09395 0.4 -0.6 -0.4
H -11.61467 3.57065 21.54339 0.0 -0.2 0.0
H -12.23249 1.97029 22.01043 -0.4 0.8 -0.3
H -12.93780 3.67065 19.48071 0.0 -0.8 0.5
H -14.52299 1.22695 20.63780 0.0 0.8 -0.5
H -14.72939 1.88114 18.99405 -0.1 -0.2 -0.5
H -15.11212 2.91431 20.35590 0.0 -0.2 0.1
H -12.33442 0.13723 20.97905 0.3 -0.3 -0.5
H -10.69738 -1.84810 20.58363 0.2 0.3 -0.4
H -8.25932 -1.48430 18.73442 -0.4 0.0 0.8
H -8.46091 -2.64011 20.06890 -0.2 0.1 -0.1
H -8.45570 -0.91776 20.46626 -0.1 -0.3 -0.6
H -10.33974 -2.76921 17.72818 -0.7 -0.2 0.8
H -11.97296 -2.58221 18.49516 0.3 0.0 0.1
H -10.80288 -3.71253 19.22118 0.1 0.8 -0.5
H -9.41728 -0.92913 16.93904 -0.1 0.8 0.1
H -5.45240 2.22982 16.60242 -0.7 -0.2 0.1
H -7.36523 -1.26728 16.46940 0.4 0.6 0.1
H -4.84304 0.30078 17.44278 -0.5 -0.9 0.1
H -5.00233 -1.50546 17.40668 -0.1 0.3 0.0
H -6.05031 -0.55207 18.48385 0.3 0.0 -0.3
H -5.20377 0.34882 14.91894 -0.9 -0.7 0.0
H -6.79735 -0.20117 14.20751 0.4 0.1 0.4
H -5.61572 -1.39424 14.74090 0.0 0.3 0.1
H -6.07379 4.57609 16.64391 -0.1 0.2 -0.1
H -8.09065 6.10598 18.22411 0.2 -0.2 -0.7
H -8.64889 5.65116 16.55596 0.5 -0.1 0.2
H -7.18394 6.58336 16.76143 -0.2 -0.5 0.5
H -6.99454 4.24461 19.51984 0.2 0.2 -0.3
H -5.62683 5.23649 18.90167 -0.3 -0.8 0.0
H -5.65921 3.39094 18.75622 0.0 0.8 0.0
H -12.24355 -0.36823 12.85476 0.1 0.0 0.5
H -9.50540 -1.99753 15.24499 0.1 0.0 -0.3
H -9.78807 -1.40902 12.20142 0.5 -0.1 0.7
H -8.51566 -2.40116 13.01191 -0.3 0.3 -0.1
H -8.53318 -0.64192 13.24636 -0.4 -0.3 0.0
H -11.54026 -2.77742 13.07126 0.3 -0.2 0.8
H -11.89410 -2.79867 14.83437 0.0 -0.3 -0.2
H -10.64035 -3.89553 14.17924 -0.1 0.5 -0.1
H -14.14312 0.87347 13.47442 0.2 0.8 1.0
H -13.18002 3.44788 13.28286 -1.0 -0.3 0.3
H -14.65600 3.65549 14.34924 0.4 -0.2 -0.2
H -14.81515 2.85718 12.80900 0.4 0.0 0.4
H -14.26061 1.62816 16.47440 -0.4 -0.1 -0.6
H -14.53107 0.08701 15.67078 -0.1 0.8 -0.1
H -15.70016 1.39564 15.39415 0.1 0.2 0.0
N -10.51684 4.62399 18.05268 0.3 0.2 0.8
C -11.13946 5.94950 17.80559 0.5 0.7 -0.9
C -12.63717 5.90265 17.72396 -1.0 0.3 0.3
C -13.19646 5.25394 16.47356 0.3 0.7 0.0
N -12.80159 3.82630 16.42150 -1.4 -1.1 1.1
H -10.77283 4.29572 18.98581 0.0 0.1 0.1
H -9.49847 4.74786 18.10101 -0.2 0.0 -0.1
H -10.73482 6.31155 16.84408 -0.2 -0.2 0.3
H -10.81714 6.70451 18.52918 0.0 -0.5 0.3
H -13.02059 6.93360 17.75112 0.2 -0.2 0.0
H -13.08912 5.40826 18.59544 0.2 0.2 0.0
H -12.78181 5.74937 15.59426 0.0 -0.1 -0.1
H -14.29652 5.37124 16.43949 0.5 -0.3 0.0
H -13.16479 3.41475 15.57070 0.1 0.1 -0.6
H -13.39629 3.32697 17.11327 0.4 0.4 -0.2
C -6.30013 2.06110 10.01092 0.7 0.5 -0.2
C -7.28374 2.59067 11.01026 -0.6 -0.5 0.2
C -8.65393 2.33454 10.80195 0.1 0.3 0.6
C -9.61394 2.76337 11.70413 0.1 0.2 0.2
C -9.22690 3.48246 12.84624 -0.1 -0.5 -0.4
C -7.87115 3.68118 13.11338 0.4 0.7 -0.1
C -6.90027 3.27325 12.18090 -0.7 -0.5 0.5
S -10.55186 4.30105 13.70908 1.0 -0.4 -0.6
C -10.18838 5.98325 13.22776 0.8 1.1 0.3
O -10.20215 4.33798 15.23971 -0.6 -0.6 0.5
H -6.77776 1.32634 9.33978 0.4 0.2 0.5
H -5.36145 1.68219 10.49107 -0.9 0.1 -0.4
H -5.98295 2.91031 9.37243 -0.1 -0.4 0.2
H -9.02743 1.79232 9.94509 0.4 -0.1 -0.2
H -10.64733 2.52614 11.48640 -0.1 0.2 0.1
H -7.59468 4.23454 14.02120 0.1 -0.3 -0.4
H -5.84003 3.37818 12.41196 -0.3 0.2 -0.1
H -9.35497 6.36759 13.90864 -1.0 -0.6 -1.0
H -11.10759 6.56259 13.40735 0.4 0.0 -0.1
H -9.87788 6.05439 12.14475 -0.4 -0.3 1.2